No. 1
{"formula": "CH3NO2", "method": "ωB97M-V/def2-TZVPD", "species": ["C", "N", "O", "O", "H", "H", "H"], "xyz": [[0.9268, 0.0754, 0.0262], [-1.6316, 0.2053, 0.2253], [-2.5989, -0.3226, -0.0561], [-0.1965, -0.6903, -0.3675], [1.7010, -0.2641, -0.5653], [1.0004, -0.0062, 1.0598], [0.7988, 1.0024, -0.3223]], "lowdin_charge": [-0.162, 0.118, 0.112, -0.224, 0.065, 0.062, 0.029], "orbital_gap_ev": 9.2, "de_lowest_kj_mol": 496.3, "lumo_energy_ha": -0.0244}

=====

No. 2
{"formula": "C53H40N5O4RuS2Se", "method": "ωB97M-V/def2-TZVPD", "species": ["Ru", "O", "C", "C", "C", "C", "C", "C", "C", "O", "N", "N", "C", "C", "C", "C", "C", "C", "N", "H", "H", "H", "H", "H", "H", "H", "H", "H", "H", "C", "C", "C", "C", "C", "C", "C", "S", "O", "C", "C", "C", "C", "C", "C", "C", "C", "C", "C", "C", "C", "C", "C", "C", "C", "C", "C", "C", "C", "S", "O", "C", "C", "C", "C", "C", "C", "C", "H", "H", "H", "H", "H", "H", "H", "H", "H", "H", "H", "H", "H", "H", "H", "H", "H", "H", "H", "H", "H", "H", "H", "H", "H", "H", "Se", "N", "C", "C", "C", "C", "C", "C", "N", "H", "H", "H", "H"], "xyz": [[0.8184, 0.2646, 2.1542], [4.9405, 2.9811, -0.0076], [3.9143, 3.4260, -0.7108], [4.1938, 4.1688, -1.8688], [3.1767, 4.7156, -2.6104], [1.8341, 4.5272, -2.2442], [1.5370, 3.7528, -1.1506], [2.5562, 3.1853, -0.3685], [2.1774, 2.3215, 0.7298], [0.9345, 1.9992, 0.8958], [3.1109, 1.8779, 1.5670], [2.5987, 1.0371, 2.4655], [3.2671, 0.6888, 3.5164], [2.5628, -0.1340, 4.4570], [3.1231, -0.6208, 5.6327], [2.3367, -1.3720, 6.4888], [1.0196, -1.6462, 6.1370], [0.5270, -1.1500, 4.9443], [1.2722, -0.3989, 4.1339], [4.6424, 2.5094, 0.7884], [5.2312, 4.3175, -2.1360], [3.4123, 5.3059, -3.4858], [1.0403, 4.9901, -2.8138], [0.5132, 3.5658, -0.8588], [4.2783, 1.0435, 3.6741], [4.1539, -0.3920, 5.8672], [2.7441, -1.7422, 7.4201], [0.3781, -2.2321, 6.7796], [-0.4845, -1.3609, 4.6235], [0.3064, 1.5569, -6.5272], [0.3058, 1.1815, -5.0787], [1.3632, 0.4604, -4.5190], [1.3780, 0.1333, -3.1744], [0.3026, 0.5126, -2.3880], [-0.7535, 1.2522, -2.9047], [-0.7498, 1.5729, -4.2486], [0.2059, 0.0335, -0.6666], [1.6067, -0.2225, -0.1642], [-0.4653, -1.6194, -0.8712], [0.4442, -2.6727, -1.0792], [-0.0190, -3.9529, -1.1758], [-1.3935, -4.2344, -0.9860], [-1.8804, -5.5593, -1.0190], [-3.2063, -5.8207, -0.7991], [-4.1009, -4.7685, -0.5355], [-3.6652, -3.4701, -0.5193], [-2.3040, -3.1642, -0.7584], [-1.8202, -1.8194, -0.7483], [-2.8389, -0.7276, -0.7916], [-3.5536, -0.6120, -2.0323], [-3.1167, -1.2690, -3.2065], [-3.8347, -1.1689, -4.3679], [-5.0180, -0.4109, -4.4235], [-5.4544, 0.2553, -3.3114], [-4.7326, 0.1798, -2.0996], [-5.1824, 0.8564, -0.9424], [-4.4541, 0.8111, 0.2071], [-3.2645, 0.0490, 0.2668], [-2.5290, 0.1279, 1.9033], [-1.1913, -0.6287, 1.8892], [-1.8854, 1.8065, 1.8884], [-2.0855, 2.7325, 0.8909], [-1.4448, 3.9678, 0.9722], [-0.6073, 4.2933, 2.0384], [0.0771, 5.6248, 2.0995], [-0.4380, 3.3530, 3.0493], [-1.0604, 2.1056, 2.9887], [1.1083, 1.0641, -7.0717], [0.4347, 2.6356, -6.6379], [-0.6449, 1.3045, -6.9963], [2.1871, 0.1460, -5.1466], [2.2091, -0.4105, -2.7419], [-1.5713, 1.5666, -2.2658], [-1.5718, 2.1410, -4.6664], [1.4980, -2.4479, -1.1762], [0.6613, -4.7684, -1.3878], [-1.1860, -6.3656, -1.2186], [-3.5707, -6.8385, -0.8308], [-5.1441, -4.9858, -0.3499], [-4.3665, -2.6714, -0.3145], [-2.2032, -1.8488, -3.1915], [-3.4903, -1.6872, -5.2531], [-5.5839, -0.3624, -5.3438], [-6.3605, 0.8470, -3.3409], [-6.1134, 1.4071, -0.9829], [-4.7980, 1.3348, 1.0934], [-2.7257, 2.5154, 0.0481], [-1.5966, 4.6904, 0.1796], [-0.1972, 6.2518, 1.2543], [1.1629, 5.5094, 2.0997], [-0.1935, 6.1469, 3.0184], [0.1687, 3.6106, 3.9097], [-1.0336, 1.4480, 3.8560], [-0.3379, -3.0640, 2.2075], [1.0907, -1.9956, 2.0059], [2.1976, -2.7231, 2.1680], [3.5312, -2.2677, 2.0609], [4.5420, -3.1606, 2.2753], [4.2919, -4.5263, 2.5881], [3.0226, -5.0072, 2.6779], [1.9400, -4.1154, 2.4580], [0.6565, -4.4471, 2.5029], [3.7274, -1.2373, 1.7929], [5.5695, -2.8298, 2.1962], [5.1310, -5.1895, 2.7465], [2.8080, -6.0433, 2.9020]], "lowdin_charge": [1.485, 0.120, -0.236, 0.027, -0.021, -0.050, -0.027, -0.074, -0.374, -0.182, 0.098, -0.139, -0.010, -0.236, 0.044, 0.021, 0.016, -0.103, -0.004, 0.081, 0.137, 0.125, 0.114, 0.096, 0.163, 0.141, 0.139, 0.136, 0.103, -0.025, -0.236, 0.001, -0.042, -0.354, -0.081, -0.013, 1.050, -0.446, -0.328, -0.083, -0.007, -0.168, -0.003, -0.032, -0.030, 0.002, -0.133, -0.176, -0.131, -0.113, -0.005, -0.028, -0.029, -0.001, -0.138, 0.018, -0.099, -0.328, 1.156, -0.769, -0.361, -0.026, 0.030, -0.236, -0.006, -0.007, -0.128, 0.088, 0.098, 0.094, 0.128, 0.120, 0.108, 0.130, 0.117, 0.134, 0.127, 0.123, 0.121, 0.124, 0.127, 0.121, 0.123, 0.128, 0.136, 0.126, 0.114, 0.140, 0.093, 0.097, 0.104, 0.141, 0.111, 1.301, -0.268, -0.326, -0.024, -0.017, -0.028, 0.020, -0.339, -0.164, 0.100, 0.126, 0.126, 0.135], "orbital_gap_ev": [3.3, 3.9], "charge": 3, "lumo_energy_ha": [-0.4280, -0.4070]}

=====

No. 3
{"formula": "C6H10FN", "method": "ωB97M-V/def2-TZVPD", "species": ["C", "C", "C", "C", "C", "C", "H", "H", "H", "H", "H", "H", "H", "H", "H", "H", "N", "F"], "xyz": [[-1.8683, 1.1272, 0.1783], [-1.6729, -0.3561, 0.1103], [-2.5687, -1.4094, -0.1415], [-0.2645, -0.6576, 0.0148], [0.7195, 0.2562, -0.1657], [2.1501, 0.2341, 0.0941], [-3.0239, 1.2870, 0.8812], [-1.7366, 1.5425, -0.9236], [-0.8123, 1.7456, 0.8367], [-3.6486, -1.1317, -0.1287], [-2.2104, -2.4755, -0.1757], [0.0832, -1.6157, 0.1804], [2.6710, 1.1160, -0.4826], [2.4899, 0.5372, 1.1111], [2.6153, -1.5876, 0.8997], [2.5763, -1.6156, -0.7461], [2.7175, -1.0582, 0.0044], [0.3337, 1.6043, -0.2250]], "lowdin_charge": [-0.111, -0.411, 0.050, -0.042, -0.224, -0.268, 0.153, 0.111, 0.193, 0.059, 0.070, 0.086, 0.152, 0.136, 0.109, 0.029, 0.008, -0.100], "orbital_gap_ev": 8.9, "de_lowest_kj_mol": 433.4, "lumo_energy_ha": 0.0206}

=====

No. 4
{"formula": "C9H16O4SScTe4", "method": "ωB97M-V/def2-TZVPD", "species": ["Sc", "C", "C", "O", "C", "C", "O", "C", "C", "O", "C", "C", "O", "H", "H", "H", "H", "H", "H", "H", "H", "H", "H", "H", "H", "H", "H", "H", "H", "Te", "Te", "Te", "Te", "S", "C"], "xyz": [[-0.4027, 0.2701, 0.9408], [0.2754, -1.8403, -1.5071], [0.4283, -0.5915, -2.3652], [0.1695, 0.5147, -1.5223], [-0.1411, 1.7292, -2.1826], [-0.4863, 2.7292, -1.0821], [0.2718, 2.4442, 0.0910], [1.6691, 2.7029, -0.0128], [2.3143, 1.8753, 1.0733], [1.8988, 0.5173, 0.9159], [2.7137, -0.2824, 0.0699], [2.1054, -1.6671, 0.0892], [0.7040, -1.6079, -0.1685], [0.8291, -2.6756, -1.9429], [-0.7757, -2.1050, -1.4251], [-0.2907, -0.6288, -3.1891], [1.4364, -0.4974, -2.7873], [-1.0035, 1.5948, -2.8424], [0.7166, 2.0473, -2.7862], [-1.5256, 2.6197, -0.7761], [-0.3079, 3.7558, -1.4117], [1.8670, 3.7677, 0.1351], [2.0370, 2.4068, -1.0003], [1.9591, 2.1760, 2.0605], [3.4032, 1.9467, 1.0501], [3.7303, -0.3177, 0.4716], [2.7406, 0.1412, -0.9393], [2.2077, -2.0865, 1.0900], [2.6019, -2.3226, -0.6300], [-2.5632, -0.4507, 2.8717], [-1.7839, 2.0858, 2.7448], [1.4640, 0.3004, 4.4464], [0.0106, -1.5765, 3.2662], [-3.2758, -0.3270, -1.3168], [-2.1263, -0.1014, -0.2833]], "lowdin_charge": [0.118, -0.148, -0.154, -0.255, -0.160, -0.149, -0.280, -0.144, -0.167, -0.299, -0.147, -0.156, -0.249, 0.138, 0.109, 0.137, 0.134, 0.132, 0.132, 0.112, 0.142, 0.146, 0.126, 0.069, 0.144, 0.147, 0.127, 0.103, 0.141, 0.197, 0.169, -0.034, 0.085, 0.602, -0.867], "orbital_gap_ev": [5.7, 6.0], "de_lowest_kj_mol": 0.0, "multiplicity": 2, "lumo_energy_ha": [-0.0111, -0.0104]}

=====

No. 5
{"formula": "C13H31Cl8N5O10", "method": "ωB97M-V/def2-TZVPD", "species": ["C", "N", "O", "O", "H", "H", "H", "C", "N", "O", "O", "H", "H", "H", "C", "N", "O", "O", "H", "H", "H", "C", "N", "O", "O", "H", "H", "H", "C", "N", "O", "O", "H", "H", "H", "Cl", "C", "C", "Cl", "H", "H", "H", "H", "Cl", "C", "C", "Cl", "H", "H", "H", "H", "Cl", "C", "C", "Cl", "H", "H", "H", "H", "Cl", "C", "C", "Cl", "H", "H", "H", "H"], "xyz": [[-5.1560, -2.6420, -1.0285], [-4.5491, -2.2746, 0.3566], [-3.4198, -1.9311, 0.2084], [-5.1853, -2.4158, 1.4231], [-4.5804, -3.5561, -1.1741], [-4.9718, -2.0127, -1.8992], [-6.1853, -2.9823, -0.9146], [2.8650, -2.0496, -3.4584], [2.0293, -1.4889, -4.5731], [1.6930, -0.2888, -4.5299], [1.6857, -2.2525, -5.4665], [3.0192, -1.2945, -2.6876], [3.7270, -2.3990, -4.0269], [2.2519, -2.9105, -3.1920], [-1.2897, -2.6375, 2.5689], [-0.0311, -1.8684, 2.7713], [-0.1453, -0.7451, 2.9774], [0.9758, -2.5501, 3.0617], [-2.0990, -1.9091, 2.6189], [-1.3840, -3.2097, 3.4918], [-1.5325, -3.3056, 1.7425], [-2.5085, 2.8679, -4.0241], [-3.1320, 4.2041, -3.6081], [-2.3646, 5.2174, -3.5366], [-4.3019, 4.3513, -3.4511], [-3.0660, 2.1213, -3.4587], [-1.4380, 2.6970, -3.9103], [-2.7253, 2.6181, -5.0627], [4.1636, 0.3321, 1.9010], [3.5217, 0.3940, 0.5986], [2.8157, 1.3540, 0.3632], [3.7417, -0.4663, -0.2198], [3.3146, 0.1698, 2.5650], [4.6397, 1.2821, 2.1439], [4.9209, -0.4205, 2.1207], [0.4161, -6.7549, 0.8251], [1.5624, -5.3812, 0.5354], [2.9056, -5.5308, 1.2861], [2.5436, -5.5260, 3.0666], [1.1289, -4.4451, 0.8875], [1.8334, -5.3163, -0.5184], [3.6156, -4.7383, 1.0496], [3.4223, -6.4772, 1.1266], [0.3551, -2.0742, -0.7408], [-0.1808, -0.5082, -1.3419], [-0.6141, 0.4485, -0.2377], [-0.9939, 1.9169, -1.0709], [-1.0487, -0.6069, -1.9939], [0.5346, -0.0890, -2.0493], [0.1410, 0.6543, 0.5210], [-1.5108, 0.0493, 0.2362], [-2.0454, 6.1693, 1.1280], [-0.9093, 5.1486, 0.2194], [0.1650, 5.9139, -0.5475], [1.2476, 6.6979, 0.5993], [-1.3805, 4.6228, -0.6110], [-0.4972, 4.3621, 0.8515], [-0.1821, 6.7570, -1.1447], [0.7301, 5.2958, -1.2453], [1.8367, 3.4772, 2.5178], [1.0734, 2.1728, 3.3435], [-0.1947, 2.6334, 4.0180], [-1.5896, 1.9040, 3.0922], [1.8781, 1.7867, 3.9692], [0.8761, 1.3843, 2.6173], [-0.2355, 3.7097, 3.8510], [-0.1823, 2.3455, 5.0692]], "lowdin_charge": [0.060, -0.410, 0.044, 0.060, 0.091, 0.095, 0.089, 0.046, -0.429, 0.029, 0.052, 0.080, 0.104, 0.085, 0.029, -0.446, 0.050, 0.003, 0.085, 0.106, 0.088, 0.020, -0.403, 0.003, 0.086, 0.076, 0.074, 0.095, 0.038, -0.444, 0.035, 0.060, 0.095, 0.107, 0.104, 0.511, -0.655, -0.600, 0.508, 0.016, 0.066, 0.072, 0.060, 0.619, -0.686, -0.677, 0.700, 0.067, 0.051, 0.043, 0.058, 0.551, -0.713, -0.664, 0.534, 0.019, 0.022, 0.064, 0.077, 0.636, -0.732, -0.566, 0.558, 0.066, 0.007, 0.048, 0.081], "orbital_gap_ev": 9.8, "de_lowest_kj_mol": 164.7, "lumo_energy_ha": -0.0141}

=====

no.,molar mass (g/mol)
1,61.04
2,1055.10
3,115.15
4,775.65
5,701.04